{
  "formula": "C3H9NO3",
  "method": "ωB97M-V with the def2-TZVPD basis set",
  "species": ["C", "C", "C", "O", "O", "N", "H", "H", "H", "H", "H", "H", "H", "H", "H", "O"],
  "coordinates": [[0.49, 0.28, -0.98], [-0.74, 0.93, -0.37], [-0.44, 1.36, 1.10], [0.63, 0.71, 1.63], [-1.09, 2.13, 1.72], [0.35, -0.36, -2.36], [1.18, 1.05, -1.31], [0.86, -0.48, -0.28], [-0.83, 1.92, -0.81], [-1.72, 0.46, -0.35], [0.67, 1.13, 2.51], [-0.67, -0.44, -2.46], [0.63, 0.29, -3.11], [0.79, -3.50, 1.58], [-0.02, -2.34, 2.01], [-0.10, -3.13, 1.46]],
  "mulliken_spin": [0.008, 0.068, -0.003, 0.002, 0.038, 0.828, 0.020, 0.046, 0.005, -0.005, 0.002, -0.014, 0.004, 0.000, 0.000, 0.000],
  "relative_energy_kj_mol": 127.9,
  "max_force_ev_per_a": 4.8,
  "total_charge": 1,
  "spin_multiplicity": 2,
  "e_homo_ev": [-14.70, -14.70]
}

{
  "formula": "C3H9NO3P",
  "method": "ωB97M-V with the def2-TZVPD basis set",
  "species": ["C", "C", "C", "N", "O", "O", "O", "P", "H", "H", "H", "H", "H", "H", "H", "H", "H"],
  "coordinates": [[-1.86, -1.55, 0.96], [2.21, 1.07, 0.68], [-0.69, 1.20, -1.58], [-0.53, -1.08, 0.91], [0.28, -1.66, 1.61], [0.63, -1.25, -2.01], [1.94, 0.10, -0.31], [0.64, -0.07, -1.21], [-2.17, -1.96, 1.96], [-1.87, -2.38, 0.23], [-2.61, -0.72, 0.94], [1.30, 1.49, 0.91], [2.85, 1.75, 0.18], [2.62, 0.60, 1.56], [-1.29, 1.02, -2.45], [-1.31, 1.23, -0.70], [-0.13, 2.20, -1.69]],
  "lowdin_charge": [-0.063, -0.045, -0.087, -0.141, 0.085, -0.192, -0.228, 0.838, 0.118, 0.128, 0.107, 0.059, 0.103, 0.116, 0.061, 0.040, 0.101],
  "relative_energy_kj_mol": 394.8,
  "max_force_ev_per_a": 3.6,
  "total_charge": 1,
  "spin_multiplicity": 1,
  "e_homo_ev": -14.47
}

{
  "formula": "C3H9NO3S",
  "method": "ωB97M-V with the def2-TZVPD basis set",
  "species": ["C", "C", "C", "N", "O", "O", "O", "S", "H", "H", "H", "H", "H", "H", "H", "H", "H"],
  "coordinates": [[-1.11, -1.26, 0.83], [-1.53, 1.07, 0.39], [-1.02, -0.20, -0.20], [-0.53, -0.45, -1.33], [3.08, -0.02, 0.93], [2.01, 1.42, -0.85], [2.09, -1.17, -0.82], [1.85, 0.05, 0.22], [-2.09, -1.60, 0.51], [-1.07, -0.85, 1.81], [-0.36, -2.04, 0.65], [-2.01, 1.88, -0.12], [-0.78, 1.56, 0.92], [-2.05, 0.83, 1.33], [-0.73, 0.18, -2.05], [1.45, -1.38, -1.42], [2.79, 1.99, -0.79]],
  "lowdin_charge": [-0.056, -0.039, -0.543, 0.118, -0.405, -0.311, -0.222, 0.895, 0.100, 0.068, 0.088, 0.082, 0.060, 0.082, 0.050, -0.018, 0.051],
  "relative_energy_kj_mol": 275.7,
  "max_force_ev_per_a": 4.8,
  "total_charge": 0,
  "spin_multiplicity": 1,
  "e_homo_ev": -10.04
}

{
  "formula": "C3H9NO3S",
  "method": "ωB97M-V with the def2-TZVPD basis set",
  "species": ["N", "C", "C", "C", "S", "O", "O", "O", "H", "H", "H", "H", "H", "H", "H", "H", "H"],
  "coordinates": [[-0.53, 1.80, 1.39], [-1.44, 1.58, 0.11], [-1.92, 0.08, -0.12], [-0.81, -0.83, -0.82], [0.82, -0.63, -0.34], [1.64, -1.69, -0.65], [1.24, 0.73, -0.65], [0.43, -0.74, 1.22], [-1.02, 1.97, 2.23], [0.12, 2.54, 1.13], [-2.46, 2.14, 0.01], [-0.85, 1.94, -0.82], [-2.30, -0.35, 0.80], [-2.73, 0.06, -0.91], [-1.16, -1.93, -0.69], [-0.81, -0.58, -1.92], [0.37, 0.35, 1.50]],
  "lowdin_charge": [0.002, -0.201, -0.197, -0.286, 0.509, -0.232, -0.311, -0.272, 0.059, 0.094, 0.121, 0.120, 0.095, 0.118, 0.139, 0.116, 0.126],
  "relative_energy_kj_mol": 217.7,
  "max_force_ev_per_a": 6.0,
  "total_charge": 0,
  "smiles": "NCCCS(=O)(=O)O",
  "spin_multiplicity": 1,
  "e_homo_ev": -10.47
}

{
  "formula": "C3H9NO4",
  "method": "ωB97M-V with the def2-TZVPD basis set",
  "species": ["O", "C", "O", "O", "H", "H", "C", "N", "O", "C", "H", "H", "H", "H", "H", "H", "H"],
  "coordinates": [[-0.41, 2.00, -0.17], [0.75, 1.59, -0.34], [1.71, 1.70, 0.61], [1.35, 1.63, -1.56], [1.34, 2.29, 1.29], [0.61, 1.72, -2.19], [-2.17, -0.99, 0.24], [-0.95, -0.55, 0.89], [0.17, -0.55, -0.31], [1.31, -1.35, -0.01], [-2.94, -1.03, 1.02], [-2.05, -1.99, -0.18], [-2.51, -0.28, -0.52], [-1.06, 0.45, 1.09], [1.10, -2.39, -0.26], [1.59, -1.24, 1.05], [2.14, -1.01, -0.64]],
  "lowdin_charge": [0.024, -0.646, 0.112, 0.117, 0.139, 0.137, -0.130, 0.015, -0.246, -0.104, 0.089, 0.080, 0.079, 0.078, 0.079, 0.086, 0.090],
  "relative_energy_kj_mol": 266.1,
  "max_force_ev_per_a": 4.3,
  "total_charge": 0,
  "smiles": "O=C(O)O.CNOC",
  "spin_multiplicity": 1,
  "e_homo_ev": -9.85
}

{
  "formula": "C3H9NO4S2",
  "method": "ωB97M-V with the def2-TZVPD basis set",
  "species": ["C", "C", "C", "N", "O", "O", "O", "O", "S", "S", "H", "H", "H", "H", "H", "H", "H", "H", "H"],
  "coordinates": [[-0.48, 0.70, 1.37], [1.13, 0.43, -1.68], [0.44, -0.28, 0.65], [-1.08, 1.71, 0.48], [0.37, -2.36, -0.95], [-1.78, -1.25, -0.50], [-0.92, -2.75, 1.12], [1.79, -0.62, -2.03], [2.00, -0.74, 1.36], [-0.47, -1.61, -0.03], [0.17, 1.34, 2.16], [-1.34, 0.19, 1.96], [1.78, 1.35, -1.65], [0.02, 0.34, -1.78], [2.33, -1.81, 0.54], [-0.44, 2.05, -0.22], [-1.80, 1.22, -0.18], [1.36, -1.45, -1.84], [-1.91, -2.84, 0.89]],
  "lowdin_charge": [-0.357, -0.011, -0.797, -0.039, -0.324, -0.305, -0.206, 0.012, 0.744, 0.579, 0.146, 0.139, 0.135, 0.092, -0.085, 0.036, 0.100, 0.033, 0.108],
  "relative_energy_kj_mol": 336.4,
  "max_force_ev_per_a": 3.2,
  "total_charge": 0,
  "spin_multiplicity": 1,
  "e_homo_ev": [-7.96, -7.96]
}

{
  "formula": "C3H9NOS",
  "method": "ωB97M-V with the def2-TZVPD basis set",
  "species": ["C", "C", "C", "N", "O", "S", "H", "H", "H", "H", "H", "H", "H", "H", "H"],
  "coordinates": [[2.37, 1.45, 0.32], [-1.72, -1.56, 0.27], [2.23, -1.37, -0.24], [-1.76, -2.82, 0.23], [0.23, 0.17, -0.79], [1.11, 0.03, 0.36], [2.71, 1.32, -0.67], [3.05, 1.02, 1.02], [-2.55, -0.87, 0.10], [-0.91, -1.09, 0.88], [1.75, 2.32, 0.54], [2.84, -0.86, -0.94], [2.75, -1.69, 0.70], [1.64, -2.21, -0.71], [-2.39, -3.31, -0.44]],
  "lowdin_charge": [-0.198, -0.180, -0.208, 0.006, -0.572, 0.787, 0.018, 0.035, 0.068, 0.002, 0.053, 0.011, 0.054, 0.075, 0.050],
  "relative_energy_kj_mol": 317.4,
  "max_force_ev_per_a": 3.3,
  "total_charge": 0,
  "spin_multiplicity": 1,
  "e_homo_ev": -8.89
}

{
  "formula": "C3H9NOS2",
  "method": "ωB97M-V with the def2-TZVPD basis set",
  "species": ["N", "C", "C", "O", "C", "S", "S", "H", "H", "H", "H", "H", "H", "H", "H", "H"],
  "coordinates": [[-1.87, -1.16, 0.21], [-0.52, -1.41, -0.33], [0.37, -2.08, 0.71], [-0.24, -3.22, 1.26], [-0.02, -0.10, -0.98], [-0.23, 1.33, 0.08], [1.31, 2.68, -0.48], [-2.41, -1.98, 0.28], [-1.89, -0.50, 0.96], [-0.64, -2.01, -1.23], [0.61, -1.38, 1.51], [1.33, -2.28, 0.22], [-0.24, -3.87, 0.58], [1.04, -0.28, -1.21], [-0.55, 0.05, -1.92], [2.08, 2.39, 0.60]],
  "lowdin_charge": [0.032, -0.447, -0.257, -0.037, -0.537, 0.440, 0.304, 0.058, 0.040, 0.138, 0.119, 0.120, 0.075, 0.075, 0.071, -0.195],
  "relative_energy_kj_mol": 91.5,
  "max_force_ev_per_a": 2.1,
  "total_charge": 0,
  "smiles": "N[C@H](CO)CSS",
  "spin_multiplicity": 1,
  "e_homo_ev": -8.89
}

{
  "formula": "C3H9NP2",
  "method": "ωB97M-V with the def2-TZVPD basis set",
  "species": ["C", "C", "C", "N", "P", "P", "H", "H", "H", "H", "H", "H", "H", "H", "H"],
  "coordinates": [[-1.77, -0.03, 0.58], [-0.32, 0.15, 1.06], [2.18, 0.37, -0.46], [0.63, -2.19, -0.14], [-1.80, 0.40, -1.20], [0.91, -0.65, -0.11], [-2.02, -0.99, 0.86], [-2.41, 0.63, 1.10], [-0.10, 1.30, 1.10], [0.00, -0.23, 2.08], [3.12, 0.19, -1.01], [1.94, 1.35, -0.26], [-0.88, 1.57, -0.94], [1.36, -2.82, -0.44], [-0.61, -0.18, -1.49]],
  "lowdin_charge": [-0.542, -0.394, -0.242, -0.228, 0.813, 0.648, 0.036, 0.048, 0.099, 0.088, 0.016, -0.060, -0.046, -0.031, -0.206],
  "relative_energy_kj_mol": 234.4,
  "max_force_ev_per_a": 3.0,
  "total_charge": 0,
  "spin_multiplicity": 1,
  "e_homo_ev": -8.40
}

{
  "formula": "C3H9NS",
  "method": "ωB97M-V with the def2-TZVPD basis set",
  "species": ["C", "C", "C", "H", "H", "H", "H", "H", "H", "H", "H", "H", "N", "S"],
  "coordinates": [[1.01, -0.80, 0.18], [0.05, 0.19, -0.31], [-0.96, 0.82, 0.58], [2.05, -0.30, 0.60], [1.45, -1.23, -0.86], [0.69, -1.80, 0.80], [0.42, 1.13, -0.71], [-1.20, -1.19, -1.36], [-0.25, -0.35, -2.40], [-1.11, 2.10, -0.01], [-2.07, 0.28, 0.57], [1.17, 0.23, 2.06], [-0.81, -0.35, -1.46], [-0.44, 1.28, 2.31]],
  "lowdin_charge": [-0.185, -0.625, -0.642, 0.101, 0.111, 0.135, 0.115, -0.006, 0.119, 0.162, 0.114, 0.088, 0.015, 0.499],
  "relative_energy_kj_mol": 510.9,
  "max_force_ev_per_a": 6.9,
  "total_charge": 0,
  "spin_multiplicity": 1,
  "e_homo_ev": -8.63
}

{
  "formula": "C3H9NS",
  "method": "ωB97M-V with the def2-TZVPD basis set",
  "species": ["C", "N", "C", "S", "C", "H", "H", "H", "H", "H", "H", "H", "H", "H"],
  "coordinates": [[-2.14, -0.26, -0.70], [-0.70, 0.05, -0.61], [-0.13, -0.47, 0.62], [1.65, -0.87, 0.58], [2.29, 0.79, 0.32], [-2.69, 0.19, 0.13], [-2.45, 0.12, -1.66], [-2.33, -1.33, -0.57], [-0.21, -0.47, -1.33], [-0.61, -1.39, 0.98], [-0.18, 0.25, 1.45], [2.74, 0.88, -0.67], [3.16, 0.91, 0.98], [1.60, 1.61, 0.48]],
  "lowdin_charge": [-0.136, -0.169, -0.586, 0.794, -0.437, 0.078, 0.075, 0.073, 0.082, 0.067, 0.071, 0.025, 0.023, 0.040],
  "relative_energy_kj_mol": 65.4,
  "max_force_ev_per_a": 1.6,
  "total_charge": 0,
  "smiles": "CNCSC",
  "spin_multiplicity": 1,
  "e_homo_ev": -8.67
}

{
  "formula": "C3H9NS",
  "method": "ωB97M-V with the def2-TZVPD basis set",
  "species": ["C", "N", "H", "H", "H", "C", "C", "S", "H", "H", "H", "H", "H", "H"],
  "coordinates": [[4.20, -0.59, 1.94], [3.50, -0.35, 0.91], [4.94, -1.39, 2.04], [4.16, 0.21, 2.68], [3.48, -1.12, 0.24], [-0.83, 0.03, 0.58], [-0.99, 0.18, -0.94], [-2.76, 0.43, -1.37], [-1.10, -1.00, 0.83], [-1.41, 0.79, 1.09], [0.17, 0.08, 1.04], [-0.68, -0.77, -1.38], [-0.37, 0.94, -1.40], [-3.25, 0.37, -0.15]],
  "lowdin_charge": [-0.145, 0.008, 0.061, 0.055, 0.030, -0.193, -0.603, 0.671, 0.070, 0.056, 0.059, 0.051, 0.057, -0.178],
  "relative_energy_kj_mol": 133.1,
  "max_force_ev_per_a": 1.3,
  "total_charge": 0,
  "smiles": "C=N.CCS",
  "spin_multiplicity": 1,
  "e_homo_ev": -8.92
}